A cluster of 10 separate species, C48H114N6O12 in total at a distorted geometry. Source: OMol25; level of theory: ωB97M-V/def2-TZVPD.

Properties
Calculated total energy   -85129.700 eV
HOMO-LUMO gap   0.2961 hartree
M   967.47 g/mol

Structure (ORCA input):
```
! wB97M-V def2-TZVPD RIJCOSX def2/J DEFGRID3
* xyz 0 1
C 1.211 -2.612 -4.353
C 0.952 -1.806 -5.611
N 2.068 -0.836 -5.824
C 1.568 0.206 -6.730
C 0.694 1.191 -5.972
C 3.359 -1.455 -6.267
C 4.475 -0.478 -5.806
H 1.086 -1.860 -3.612
H 2.234 -3.077 -4.267
H 0.489 -3.391 -4.180
H 0.844 -2.529 -6.454
H -0.048 -1.228 -5.545
H 2.489 0.614 -7.216
H 0.973 -0.240 -7.530
H -0.180 0.687 -5.490
H 1.289 1.727 -5.207
H 0.296 1.875 -6.644
H 3.401 -1.673 -7.344
H 3.567 -2.314 -5.675
H 4.263 -0.359 -4.696
H 4.490 0.508 -6.347
H 5.433 -1.011 -5.880
C 4.041 1.404 0.596
C 3.253 0.232 0.123
N 4.077 -0.986 0.220
C 4.889 -1.124 -0.942
C 4.110 -1.335 -2.220
C 3.393 -2.197 0.656
C 4.304 -3.189 1.376
H 4.856 1.617 -0.112
H 4.194 1.279 1.677
H 3.473 2.340 0.449
H 2.363 0.133 0.789
H 2.734 0.323 -0.870
H 5.464 -0.175 -0.994
H 5.658 -1.873 -0.845
H 3.358 -0.623 -2.382
H 4.685 -1.417 -3.147
H 3.619 -2.279 -2.184
H 2.974 -2.901 -0.104
H 2.628 -1.981 1.402
H 3.703 -4.089 1.711
H 4.701 -2.765 2.316
H 5.182 -3.367 0.879
C -0.197 0.357 -1.642
C -1.339 0.804 -0.743
N -0.944 1.367 0.525
C -0.089 2.574 0.407
C -0.665 3.594 -0.609
C -0.415 0.478 1.516
C -1.122 -0.880 1.556
H -0.631 -0.003 -2.584
H 0.267 -0.477 -1.080
H 0.548 1.162 -1.782
H -2.017 1.533 -1.242
H -1.969 -0.080 -0.522
H -0.025 3.020 1.400
H 0.917 2.246 0.073
H -1.741 3.572 -0.611
H -0.288 4.580 -0.549
H -0.462 3.343 -1.650
H -0.513 0.962 2.482
H 0.592 0.322 1.278
H -0.914 -1.552 0.697
H -2.226 -0.768 1.785
H -0.748 -1.524 2.382
C 4.508 4.624 -5.980
C 3.543 4.482 -4.886
N 4.273 3.764 -3.829
C 3.926 4.336 -2.502
C 2.450 4.259 -2.138
C 4.217 2.316 -3.802
C 5.317 1.702 -2.968
H 5.261 5.298 -5.576
H 4.093 5.110 -6.836
H 4.988 3.712 -6.329
H 3.282 5.444 -4.436
H 2.533 3.947 -5.207
H 4.108 5.426 -2.466
H 4.594 3.881 -1.742
H 1.816 4.675 -2.929
H 2.206 4.774 -1.197
H 2.150 3.186 -2.037
H 3.253 1.928 -3.441
H 4.389 2.103 -4.832
H 5.124 1.816 -1.915
H 5.241 0.606 -3.137
H 6.361 2.046 -3.145
C -3.793 -3.612 1.786
C -2.476 -4.392 1.576
N -2.283 -5.207 0.336
C -0.843 -5.608 0.262
C 0.089 -4.501 -0.198
C -3.127 -6.375 0.397
C -3.130 -7.209 -0.894
H -4.410 -4.475 1.947
H -4.215 -3.134 0.861
H -3.736 -2.972 2.674
H -1.732 -3.632 1.603
H -2.326 -5.008 2.506
H -0.513 -6.000 1.246
H -0.890 -6.459 -0.402
H -0.253 -4.065 -1.096
H 0.061 -3.800 0.612
H 1.107 -4.731 -0.342
H -4.125 -6.062 0.557
H -2.775 -6.948 1.225
H -2.994 -6.450 -1.652
H -4.035 -7.760 -0.998
H -2.286 -7.877 -0.800
C -2.473 4.352 6.973
C -2.672 4.943 5.629
N -2.279 3.904 4.571
C -2.090 4.521 3.267
C -0.812 5.343 3.060
C -3.253 2.802 4.484
C -4.641 3.184 4.100
H -1.447 4.049 7.115
H -3.016 3.461 6.994
H -2.827 4.981 7.799
H -3.645 5.359 5.403
H -1.863 5.657 5.520
H -2.275 3.795 2.516
H -2.953 5.184 3.193
H -0.896 6.333 3.533
H -0.036 4.830 3.486
H -0.714 5.465 1.983
H -3.246 2.367 5.478
H -2.880 2.109 3.804
H -4.655 3.727 3.135
H -5.235 3.745 4.823
H -5.269 2.285 3.921
C 1.908 -2.436 4.443
O 1.077 -1.311 4.770
C 1.463 -0.108 4.418
O 2.417 0.159 3.723
O 0.641 0.763 5.006
C 0.980 2.167 4.774
H 1.214 -3.271 4.322
H 2.391 -2.777 5.383
H 2.637 -2.180 3.674
H 1.553 2.477 3.862
H 1.671 2.421 5.601
H -0.025 2.572 4.955
C -6.367 2.384 -0.806
O -5.677 1.434 0.105
C -4.440 1.835 0.505
O -3.888 2.820 0.166
O -3.900 0.883 1.323
C -4.854 -0.028 1.823
H -6.269 3.389 -0.420
H -7.432 1.989 -0.858
H -5.861 2.297 -1.785
H -5.729 0.371 2.394
H -4.309 -0.582 2.608
H -5.212 -0.819 1.190
C -2.721 -2.725 -2.667
O -2.778 -1.275 -2.629
C -2.783 -0.771 -3.865
O -2.663 -1.354 -4.894
O -2.890 0.536 -3.749
C -2.998 1.260 -4.946
H -2.472 -3.095 -1.659
H -2.063 -3.199 -3.399
H -3.752 -3.195 -2.766
H -2.051 1.755 -5.284
H -3.704 2.059 -4.634
H -3.382 0.669 -5.792
C -1.392 -6.024 6.459
O -0.721 -4.759 6.667
C -1.508 -3.655 6.842
O -2.681 -3.608 6.625
O -0.766 -2.583 7.140
C -1.494 -1.370 7.174
H -0.694 -6.788 6.688
H -1.713 -6.140 5.426
H -2.221 -6.086 7.165
H -0.776 -0.631 7.538
H -2.369 -1.503 7.761
H -1.801 -1.115 6.129
*
```